Record 1
Molecular formula: C5H12NO2
Method: DFT, the ωB97M-V functional and the def2-TZVPD basis

Properties
energy relative to the best compared isomer or geometry (same formula, charge and spin)	7.995	eV
molar mass	118.16	g/mol
multiplicity	1
LUMO energy	2.35	eV
gap between HOMO and LUMO	0.2290	Eh
charge	-1

Last column: Mulliken charge in e.
Atoms and positions in Å:
C: -0.51515 -0.88868 0.15846  0.186
N: -1.40375 -0.96288 -0.90977  -0.420
C: -2.56455 0.12558 -0.80437  -0.521
O: -2.99467 0.40005 0.38102  -0.781
C: -0.06073 0.55998 0.55162  -0.871
C: 1.37813 0.43974 0.94078  -0.558
C: 2.35941 1.06535 -0.07685  -1.201
O: 1.57259 -2.19566 0.05116  -0.789
H: -0.74855 -1.43094 1.06932  0.201
H: 0.51787 -1.38715 -0.18950  0.216
H: -1.85766 -1.85866 -0.77495  0.331
H: -2.14062 0.98406 -1.36774  0.271
H: -3.28233 -0.36779 -1.50179  0.364
H: -0.87753 0.97059 1.13324  0.576
H: -0.10002 1.14750 -0.36552  0.244
H: 1.53757 -0.60473 0.86505  0.393
H: 1.56227 0.67508 1.99293  0.384
H: 1.88139 0.74966 -1.00856  0.291
H: 2.47549 2.11869 0.04313  0.310
H: 3.26083 0.46022 -0.18766  0.373

Forces on atoms 1 to 2 (eV/Å):
C -2.039 2.650 0.323
N 0.807 -1.004 1.730


Record 2
Molecular formula: C5H12NO2
Method: DFT, the ωB97M-V functional and the def2-TZVPD basis

Properties
energy relative to the best compared isomer or geometry (same formula, charge and spin)	3.804	eV
molar mass	118.16	g/mol
multiplicity	1
LUMO energy	3.60	eV
gap between HOMO and LUMO	0.2302	Eh
charge	-1

Last column: Mulliken charge in e.
Atoms and positions in Å:
C: -1.55641 1.70408 0.44247  -0.501
O: -2.67787 1.68911 -0.25266  -0.821
C: -0.49936 0.67441 -0.20318  -0.199
C: 0.93856 0.89014 0.23258  -0.811
C: 1.82765 -0.32862 0.12707  0.558
C: 1.78948 -1.23796 1.12360  -1.103
N: 2.48295 -0.61867 -1.05851  -0.483
H: -1.70962 1.19710 1.55352  0.087
H: -0.99227 2.58533 0.84513  0.225
H: -0.64150 0.81799 -1.28106  0.257
H: -0.82629 -0.35189 0.01438  0.176
H: 1.44329 1.59551 -0.44322  0.332
H: 0.99347 1.28806 1.27378  0.317
H: 2.10679 -2.25205 1.11339  0.311
H: 1.47767 -0.85937 2.06326  0.270
H: 2.07972 -0.05837 -1.79074  0.231
H: 2.85711 -1.48842 -1.33894  0.175
H: -3.45314 -1.18828 -0.52102  0.379
H: -2.41075 -1.88881 -1.16420  0.309
O: -3.22947 -2.16929 -0.73564  -0.707

Forces on atoms 1 to 2 (eV/Å):
C 0.119 -3.282 2.053
O 0.080 0.940 -0.091


Record 3
Molecular formula: C5H12NO2
Method: DFT, the ωB97M-V functional and the def2-TZVPD basis

Properties
energy relative to the best compared isomer or geometry (same formula, charge and spin)	8.114	eV
molar mass	118.16	g/mol
multiplicity	1
LUMO energy	0.81	eV
gap between HOMO and LUMO	0.1482	Eh
charge	-1

Last column: Mulliken charge in e.
Atoms and positions in Å:
C: 2.46864 0.34136 1.01620  -0.637
N: 1.71558 1.24684 0.24042  -0.389
C: 0.44636 0.69440 0.10928  0.473
C: 0.00325 -0.62997 0.91788  0.426
C: -1.52940 -0.89020 0.67956  -1.422
O: 0.17172 -0.66741 2.23731  -0.770
C: 0.06575 0.51141 -1.38731  -1.003
O: -2.62138 0.04921 -2.20017  -1.021
H: 2.53697 -0.68450 0.61841  0.266
H: 2.00249 0.18118 2.04330  0.298
H: 3.45239 0.82783 1.15468  0.325
H: -3.14686 0.55531 -2.83012  0.102
H: -0.96177 0.11897 -1.55437  0.348
H: 0.51057 -1.46262 0.35161  0.213
H: -2.15876 0.00761 0.64058  0.294
H: -1.79256 -1.53999 1.51135  0.402
H: -1.71629 -1.37006 -0.27531  0.416
H: -0.28776 1.37181 0.55647  0.156
H: 0.05654 1.47074 -1.92290  0.290
H: 0.78453 -0.13191 -1.90687  0.230

Forces on atoms 1 to 2 (eV/Å):
C 2.017 1.742 -1.104
N -0.813 -1.584 2.160


Record 4
Molecular formula: C5H12NO2
Method: DFT, the ωB97M-V functional and the def2-TZVPD basis

Properties
energy relative to the best compared isomer or geometry (same formula, charge and spin)	3.089	eV
molar mass	118.16	g/mol
multiplicity	1
structure (SMILES)	CN[C@@H](C[O-])[C@@H](C)O
LUMO energy	3.95	eV
gap between HOMO and LUMO	0.2406	Eh
charge	-1

Last column: Mulliken charge in e.
Atoms and positions in Å:
C: -0.70816 -0.42760 2.55983  -0.932
N: 0.19856 -0.68149 1.44630  -0.462
C: -0.10373 0.12253 0.23579  0.811
C: 1.11701 1.01624 -0.11437  -0.937
O: 1.19300 2.14921 0.58651  -0.895
C: -0.54803 -0.76836 -0.91578  -0.377
C: -1.42694 0.04745 -1.87652  -1.259
O: 0.52696 -1.36247 -1.65831  -0.592
H: -1.76033 -0.34747 2.27110  0.308
H: -0.62682 -1.25261 3.26751  0.313
H: -0.47422 0.50901 3.09007  0.310
H: 1.11085 -0.35797 1.75099  0.321
H: -0.99467 0.70944 0.46706  0.195
H: 1.07984 1.15868 -1.23942  0.115
H: 1.97603 0.32277 0.06340  0.320
H: -1.15921 -1.61350 -0.57656  0.335
H: -0.91703 0.91957 -2.27998  0.247
H: -1.71472 -0.57299 -2.74137  0.382
H: -2.35705 0.38375 -1.40992  0.378
H: 1.04290 -0.60981 -1.96959  0.421

Forces on atoms 1 to 2 (eV/Å):
C 0.179 0.165 0.328
N -0.154 0.320 -0.170


Record 5
Molecular formula: C5H12NO2
Method: DFT, the ωB97M-V functional and the def2-TZVPD basis

Properties
energy relative to the best compared isomer or geometry (same formula, charge and spin)	3.802	eV
molar mass	118.16	g/mol
multiplicity	1
structure (SMILES)	CN[C@H](C[O-])CCO
LUMO energy	3.39	eV
gap between HOMO and LUMO	0.2101	Eh
charge	-1

Last column: Mulliken charge in e.
Atoms and positions in Å:
C: -0.05784 2.66846 0.00754  -0.837
N: 0.19869 1.37471 -0.59282  -0.488
C: -0.09436 0.28450 0.38014  0.329
C: 1.09026 0.22490 1.49413  -0.461
O: 0.71033 0.60637 2.69602  -0.879
C: -0.16313 -1.11868 -0.20249  -1.034
C: -0.99248 -1.37779 -1.42391  -0.473
O: -0.73957 -2.71249 -1.97184  -0.540
H: 0.56912 2.99542 0.82712  0.284
H: -0.08327 3.45303 -0.75001  0.325
H: -1.08970 2.57550 0.39061  0.289
H: 1.18182 1.29496 -0.82515  0.326
H: -1.05325 0.48681 0.84314  0.396
H: 1.61192 -0.80622 1.44525  0.271
H: 1.90304 0.92042 1.04599  0.039
H: 0.82732 -1.30572 -0.61953  0.271
H: -0.24813 -1.78459 0.66411  0.361
H: -2.06734 -1.48793 -1.21956  0.184
H: -0.84807 -0.66094 -2.22217  0.347
H: -0.63448 -2.69249 -2.92210  0.291

Forces on atoms 1 to 2 (eV/Å):
C -1.326 -0.048 -0.217
N -0.404 -0.853 -0.212


Record 6
Molecular formula: C5H12NO2
Method: DFT, the ωB97M-V functional and the def2-TZVPD basis

Properties
energy relative to the best compared isomer or geometry (same formula, charge and spin)	0.133	eV
molar mass	118.16	g/mol
multiplicity	1
structure (SMILES)	C[C@H]([NH3+])CCC(=O)O
LUMO energy	-3.67	eV
gap between HOMO and LUMO	0.3816	Eh
charge	+1

Last column: Mulliken charge in e.
Atoms and positions in Å:
C: 1.96891 0.40678 1.44115  -1.535
C: 1.04826 0.51277 0.21479  0.288
N: 0.55812 2.00885 0.19186  -0.363
C: -0.16724 -0.39990 0.28036  -0.984
C: -0.73537 -0.85621 -1.07639  -0.577
C: -1.98473 -1.63011 -0.86927  0.464
O: -2.50516 -1.86197 0.18248  -0.506
O: -2.46525 -2.09157 -2.05718  -0.422
H: 2.63578 -0.42804 1.24634  0.383
H: 1.36293 0.25335 2.33608  0.422
H: 2.52946 1.32787 1.60994  0.452
H: 1.63934 0.45510 -0.69731  0.479
H: -0.31496 2.16342 -0.31210  0.322
H: 0.42833 2.22640 1.17623  0.362
H: 1.33084 2.57749 -0.11697  0.343
H: -0.99790 0.10877 0.77597  0.399
H: 0.05215 -1.21434 0.97032  0.472
H: -1.00974 0.02892 -1.66776  0.266
H: 0.00888 -1.31085 -1.72855  0.389
H: -3.38266 -2.27672 -1.90000  0.347

Forces on atoms 1 to 2 (eV/Å):
C -0.698 0.224 -0.490
C 0.003 0.856 0.261


Record 7
Molecular formula: C5H12NO2
Method: DFT, the ωB97M-V functional and the def2-TZVPD basis

Properties
energy relative to the best compared isomer or geometry (same formula, charge and spin)	0.453	eV
molar mass	118.16	g/mol
multiplicity	1
LUMO energy	-3.18	eV
gap between HOMO and LUMO	0.4156	Eh
charge	+1

Last column: Mulliken charge in e.
Atoms and positions in Å:
O: 2.37849 0.02886 -1.22233  -0.429
C: 1.43299 -0.56339 -1.66751  -0.190
C: 0.09736 -0.58061 -0.88973  0.122
N: 0.12102 0.69203 -0.09620  -0.060
C: 0.15319 0.39959 1.36324  -0.646
C: 0.48734 -1.09111 1.52871  -0.495
C: 0.05559 -1.71672 0.15044  -0.855
H: 1.56961 -1.18985 -2.55598  0.429
H: -0.67417 -0.67806 -1.65241  0.361
H: -0.74427 1.22096 -0.31621  0.221
H: 0.90732 1.27714 -0.38617  0.460
H: -0.78077 0.71617 1.81558  0.303
H: 0.90592 1.10307 1.72705  0.380
H: 1.57226 -1.12677 1.58460  0.288
H: -0.00659 -1.54654 2.37370  0.363
H: 0.69027 -2.55754 -0.11050  0.418
H: -0.96052 -2.08977 0.26246  0.382
H: -2.20246 3.22031 -0.28964  0.297
H: -2.85204 2.19382 -1.12744  0.290
O: -2.15052 2.28842 -0.49166  -0.638

Forces on atoms 1 to 2 (eV/Å):
O -0.117 0.488 -0.092
C 0.524 -0.725 0.793


Record 8
Molecular formula: C5H12NO2
Method: DFT, the ωB97M-V functional and the def2-TZVPD basis

Properties
energy relative to the best compared isomer or geometry (same formula, charge and spin)	1.107	eV
molar mass	118.16	g/mol
multiplicity	1
LUMO energy	-3.17	eV
gap between HOMO and LUMO	0.4022	Eh
charge	+1

Last column: Mulliken charge in e.
Atoms and positions in Å:
O: 1.86210 -0.25822 0.81764  -0.549
C: 1.25016 0.55176 1.47314  0.050
C: 0.23703 1.43940 0.87342  -0.610
C: -1.09629 0.64362 0.95728  -0.940
C: -1.11618 -0.55314 0.03327  0.692
C: -1.34015 -1.82675 0.29922  -1.031
N: -0.66372 -0.22681 -1.34460  -0.132
H: 1.41631 0.59895 2.56277  0.390
H: 0.36035 1.70754 -0.16623  0.371
H: 0.05202 2.38584 1.38358  0.350
H: -1.51589 0.39071 1.93012  0.488
H: -1.92077 1.29325 0.59752  0.346
H: -1.30264 -2.66114 -0.38522  0.279
H: -1.63253 -2.04137 1.32070  0.266
H: 0.38886 -0.06698 -1.42201  0.232
H: -1.15839 0.58445 -1.71379  0.386
H: -0.76795 -1.01919 -1.97614  0.391
H: 2.52262 -0.60623 -2.49156  0.310
H: 2.40823 -0.21068 -0.92738  0.405
O: 2.01684 -0.12501 -1.82171  -0.695

Forces on atoms 1 to 2 (eV/Å):
O 0.111 -0.082 0.174
C 1.023 0.035 0.095